C4H27NO10 | the ωB97M-V functional and the def2-TZVPD basis

ORCA input file:
```
! wB97M-V def2-TZVPD RIJCOSX def2/J DEFGRID3
* xyz 0 1
C -4.301 0.396 -1.929
C -3.120 -0.303 -1.186
N -2.217 0.763 -0.745
C -1.497 0.309 0.483
C -1.279 1.468 1.456
O -0.736 1.325 2.517
H -4.109 0.654 -3.002
H -4.325 1.400 -1.550
H -5.244 -0.127 -1.948
H -2.504 -0.878 -1.898
H -3.501 -0.983 -0.437
H -2.561 1.700 -0.579
H -2.135 -0.443 0.923
H -0.549 -0.209 0.238
H -1.780 2.376 1.104
O 0.390 3.141 0.279
H 0.800 3.497 -0.511
H 0.788 2.323 0.582
O 3.615 1.241 0.436
H 4.005 2.087 0.199
H 3.102 0.957 -0.369
O 2.450 1.461 -1.840
H 1.511 1.313 -2.087
H 2.981 1.674 -2.614
O -1.965 -3.222 -0.942
H -2.683 -3.432 -0.352
H -1.221 -3.698 -0.563
O -0.139 1.318 -2.985
H -0.588 0.866 -2.247
H -0.807 1.989 -3.158
O 5.072 -0.995 0.164
H 5.224 -1.208 1.102
H 4.578 -0.146 0.294
O 2.908 -0.064 2.821
H 3.145 0.441 2.033
H 3.160 0.523 3.544
O 0.178 -4.642 1.463
H 0.625 -4.581 0.614
H 0.814 -4.091 1.943
O 0.576 -1.744 2.842
H 1.433 -1.390 3.131
H -0.094 -1.066 2.776
*
```

Output
- orbital gap (eV) = 9.817
- structure (SMILES) = CCNCC=O.O.O.O.O.O.O.O.O.O


C40H110N10O10 | the ωB97M-V functional and the def2-TZVPD basis

ORCA input file:
```
! wB97M-V def2-TZVPD RIJCOSX def2/J DEFGRID3
* xyz 0 1
C 0.585 3.413 8.764
O 1.012 4.321 9.789
C 0.987 3.716 11.118
C 2.104 2.587 11.147
C 2.035 1.827 12.506
N 3.479 3.212 10.975
H -0.290 2.822 9.034
H 1.305 2.678 8.405
H 0.293 3.990 7.886
H 1.265 4.547 11.766
H 0.108 3.094 11.285
H 2.070 1.824 10.369
H 2.329 2.578 13.240
H 2.684 0.957 12.412
H 1.015 1.548 12.772
H 3.468 3.902 10.238
H 3.967 3.695 11.716
C -4.223 9.492 1.438
O -3.259 9.649 2.517
C -3.782 10.619 3.426
C -2.835 10.977 4.611
C -3.457 12.076 5.452
N -1.576 11.447 4.107
H -4.079 10.105 0.549
H -5.215 9.628 1.869
H -4.269 8.439 1.159
H -4.030 11.480 2.807
H -4.770 10.353 3.803
H -2.738 10.035 5.151
H -4.473 11.774 5.702
H -3.644 12.978 4.869
H -2.922 12.349 6.362
H -1.249 10.647 3.585
H -1.783 12.161 3.422
C -4.898 -1.076 -9.933
O -5.378 -1.899 -8.880
C -4.385 -2.790 -8.348
C -4.696 -3.024 -6.867
C -3.574 -3.731 -6.183
N -5.819 -3.912 -6.753
H -3.860 -0.752 -9.861
H -5.483 -0.168 -10.082
H -4.997 -1.718 -10.808
H -4.428 -3.825 -8.689
H -3.374 -2.392 -8.429
H -4.944 -2.113 -6.323
H -3.512 -4.742 -6.586
H -3.862 -3.966 -5.158
H -2.555 -3.356 -6.271
H -5.487 -4.812 -7.069
H -6.411 -3.439 -7.420
C -0.414 -2.836 6.140
O -1.236 -2.385 7.167
C -2.538 -2.832 6.955
C -3.310 -2.773 8.233
C -2.879 -4.001 9.128
N -4.768 -2.770 8.134
H -0.574 -2.501 5.115
H -0.420 -3.920 6.031
H 0.560 -2.372 6.299
H -2.959 -2.102 6.264
H -2.587 -3.799 6.454
H -3.057 -1.903 8.840
H -1.828 -3.999 9.419
H -3.024 -4.964 8.640
H -3.320 -3.907 10.120
H -5.060 -3.600 7.639
H -5.304 -2.801 8.989
C 9.430 -5.523 1.302
O 10.706 -5.610 1.863
C 11.833 -5.589 0.969
C 13.165 -6.140 1.724
C 13.774 -5.129 2.660
N 14.215 -6.425 0.791
H 8.698 -5.492 2.109
H 9.229 -6.494 0.849
H 9.199 -4.774 0.545
H 11.573 -6.226 0.124
H 11.900 -4.668 0.390
H 12.886 -6.945 2.404
H 14.021 -4.143 2.266
H 14.576 -5.626 3.206
H 12.977 -4.927 3.375
H 14.379 -5.488 0.450
H 15.028 -6.891 1.168
C 4.992 -8.815 -6.484
O 6.404 -8.699 -6.230
C 6.753 -9.592 -5.158
C 8.267 -9.683 -4.978
C 8.935 -9.845 -6.253
N 8.691 -10.706 -4.028
H 4.493 -8.116 -5.813
H 4.695 -9.863 -6.505
H 4.923 -8.470 -7.516
H 6.181 -9.391 -4.252
H 6.515 -10.606 -5.481
H 8.663 -8.729 -4.629
H 10.001 -9.815 -6.028
H 8.594 -9.133 -7.004
H 8.768 -10.876 -6.567
H 9.682 -10.873 -4.125
H 8.645 -10.239 -3.134
C 8.894 2.014 -9.749
O 9.294 2.251 -8.450
C 8.804 1.279 -7.521
C 9.291 -0.201 -7.542
C 8.644 -1.123 -6.501
N 10.688 -0.426 -7.319
H 9.243 2.846 -10.360
H 7.804 1.973 -9.748
H 9.326 1.102 -10.162
H 9.137 1.630 -6.544
H 7.721 1.294 -7.398
H 9.034 -0.541 -8.545
H 9.012 -0.998 -5.482
H 8.870 -2.117 -6.888
H 7.564 -0.984 -6.540
H 11.092 0.385 -7.765
H 10.836 -0.212 -6.343
C 1.779 -1.897 -2.446
O 0.961 -0.958 -1.724
C 1.202 0.471 -1.864
C 0.352 1.187 -0.850
C -1.174 1.015 -1.003
N 0.607 2.575 -0.860
H 1.616 -2.950 -2.216
H 2.832 -1.746 -2.205
H 1.645 -1.755 -3.518
H 2.207 0.807 -1.606
H 0.914 0.853 -2.843
H 0.740 0.872 0.118
H -1.469 1.099 -2.049
H -1.797 1.689 -0.415
H -1.424 0.033 -0.600
H 0.266 3.012 -0.016
H 0.135 3.077 -1.598
C -9.141 1.576 3.576
O -9.827 2.643 2.825
C -10.681 3.482 3.655
C -11.436 4.366 2.728
C -12.436 5.122 3.590
N -12.155 3.467 1.880
H -8.356 2.091 4.130
H -8.728 1.015 2.738
H -9.929 1.147 4.196
H -11.380 2.819 4.165
H -10.115 3.889 4.493
H -10.851 5.061 2.126
H -13.165 4.540 4.154
H -13.047 5.736 2.928
H -11.933 5.825 4.255
H -11.405 2.979 1.412
H -12.653 2.675 2.261
C -9.625 0.537 -3.716
O -9.997 1.764 -3.108
C -9.019 2.836 -3.287
C -9.338 3.744 -4.509
C -8.699 5.095 -4.535
N -10.772 4.032 -4.649
H -10.358 -0.258 -3.583
H -8.714 0.122 -3.286
H -9.430 0.684 -4.779
H -9.075 3.421 -2.369
H -8.003 2.448 -3.351
H -9.072 3.312 -5.473
H -7.620 4.964 -4.609
H -9.066 5.720 -3.720
H -8.860 5.558 -5.508
H -11.229 3.185 -4.341
H -11.062 4.649 -3.904
*
```

Output
- orbital gap (eV) = 9.313
- structure (SMILES) = COC[C@H](C)N.COC[C@H](C)N.COC[C@H](C)N.COC[C@H](C)N.COC[C@H](C)N.COC[C@H](C)N.COC[C@H](C)N.COC[C@H](C)N.COC[C@H](C)N.COC[C@H](C)N